(1)
ORCA calculation (ωB97M-V with the def2-TZVPD basis set) on a 3-piece molecular cluster, C16H20BF16NO5 overall.

The geometry in ORCA input format:
```
! wB97M-V def2-TZVPD RIJCOSX def2/J DEFGRID3
* xyz 0 1
C 4.2077 -1.1259 0.6677
C 3.3966 -0.1833 1.5588
O 2.3592 0.4427 0.7926
B 1.0483 0.2336 1.1123
O 0.5695 0.3731 2.4198
C 0.0219 -0.1653 -0.0256
C -1.4149 0.3797 0.2031
C -2.2406 -0.8334 0.6347
C -1.2522 -1.9829 0.7582
O -1.4576 -3.0421 1.2827
N -0.0309 -1.6407 0.1220
H 4.0084 -2.1730 0.8986
H 3.9547 -0.9436 -0.3777
H 5.2779 -0.9502 0.7910
H 2.9659 -0.7361 2.3998
H 4.0268 0.6027 1.9804
H 0.9008 -0.2562 3.0666
H 0.4547 0.1224 -0.9833
H -1.3858 1.1193 1.0020
H -1.8018 0.8839 -0.6831
H -2.7951 -0.6833 1.5603
H -2.9363 -1.1543 -0.1468
H 0.0632 -2.1286 -0.7610
C -0.5416 -1.9052 -6.3234
C 0.5626 -2.3397 -7.2950
C 1.2573 -3.6801 -7.0266
F 1.9192 -3.6425 -5.8521
F 2.1516 -3.9080 -8.0109
F 1.4806 -1.3655 -7.4290
F -0.0600 -2.5072 -8.5020
O -0.1619 -0.9620 -5.3406
C 0.2711 -1.3285 -4.1091
C 1.6750 -0.7784 -3.8121
F 2.5618 -1.2668 -4.6950
F 2.0365 -1.1833 -2.5708
F 0.2173 -2.6567 -3.9092
F -0.5593 -0.7616 -3.1887
H -1.2606 -1.3747 -6.9453
H -1.0500 -2.7677 -5.8926
H 0.5304 -4.4960 -7.0107
H 1.6707 0.3119 -3.8561
C -2.1490 1.5941 4.0581
C -2.6456 2.8006 3.2532
C -1.5804 3.7099 2.6295
F -0.8511 4.3148 3.5874
F -2.1979 4.6668 1.9002
F -3.5198 3.5330 3.9660
F -3.3140 2.2640 2.1811
O -2.1465 1.7432 5.4641
C -1.0487 2.1703 6.1438
C -1.3579 3.4331 6.9626
F -1.7356 4.4347 6.1460
F -0.2391 3.8134 7.6182
F 0.0160 2.3506 5.3452
F -0.7163 1.2073 7.0420
H -2.8902 0.8182 3.8695
H -1.1929 1.2388 3.6716
H -0.9199 3.1346 1.9759
H -2.1522 3.2261 7.6815
*
```

- molar mass (g mol⁻¹) = 621.1
- LUMO (Ha) = 0.0132
- SMILES = FC(F)C(F)(F)COC(F)(F)C(F)F.FC(F)C(F)(F)COC(F)(F)C(F)F.CCOB(O)[C@@H]1CCC(=O)N1
- maximum force (eV/Å) = 0.8
- E (eV) = -72802.63375
- HOMO-LUMO gap (eV) = 10.06



(2)
ORCA calculation (ωB97M-V with the def2-TZVPD basis set) on one molecule with the formula C3H2INO2 in a non-equilibrium geometry.

The geometry in ORCA input format:
```
! wB97M-V def2-TZVPD RIJCOSX def2/J DEFGRID3
* xyz 0 1
C 0.5245 -0.5092 0.4247
C 0.4603 0.2444 -0.8473
C 1.6665 -1.4516 0.2271
N 1.3549 -0.1220 -1.6512
O 1.9703 -0.4866 0.9832
O 2.1286 -2.4154 -0.2339
I 1.5233 0.6646 -3.5161
H -0.1868 -0.4827 1.1345
H -0.4535 1.0013 -0.8024
*
```

- molar mass (g mol⁻¹) = 211.0
- ΔE to the lowest compared entry with this formula, charge and spin (kcal per mole) = 63.93
- LUMO (Ha) = -0.0132
- SMILES = O=C1O[C@H]1/C=N/I
- maximum force (eV/Å) = 4.8
- E (eV) = -16825.50534
- HOMO-LUMO gap (eV) = 9.37



(3)
ORCA calculation (ωB97M-V with the def2-TZVPD basis set) on a 7-piece molecular cluster, C15H29N2O25S6 overall in a non-equilibrium geometry.

The geometry in ORCA input format:
```
! wB97M-V def2-TZVPD RIJCOSX def2/J DEFGRID3
* xyz 1 1
O 1.8010 0.6745 0.5845
C 0.4004 0.7907 0.4964
N -0.0310 2.1136 0.5782
C -1.4513 1.9775 0.4213
C -1.7980 0.5551 0.2755
N -0.5565 -0.1736 0.3311
H 2.1062 1.0804 -0.2602
H 0.5306 2.9641 0.7121
H -2.1633 2.8386 0.3965
H -2.8191 0.1102 0.1284
H -0.3935 -1.1869 0.2511
C 0.4144 -4.4051 -1.6198
C 0.0722 -5.5139 -0.6447
O -0.9146 -4.9431 0.2271
S -1.8007 -3.8831 -0.6006
O -2.9997 -4.5262 -1.0185
O -1.8054 -2.6395 0.1135
O -0.8307 -3.7414 -1.8812
H 1.0991 -3.6814 -1.1738
H 0.8448 -4.7868 -2.5444
H 0.9363 -5.8514 -0.0808
H -0.3825 -6.3661 -1.1568
C 3.7746 2.7372 3.6005
C 2.7764 2.5817 2.4671
O 2.1678 3.8666 2.3312
S 3.2558 5.0110 2.7139
O 3.8311 5.5003 1.5087
O 2.6798 5.8640 3.6953
O 4.3328 4.0431 3.4318
H 3.2771 2.7020 4.5731
H 4.5576 1.9807 3.5677
H 2.0257 1.8227 2.6748
H 3.2800 2.3470 1.5270
C 5.6314 -3.0084 0.7283
C 4.8784 -2.3573 -0.4176
O 4.5381 -3.4336 -1.2926
S 4.2934 -4.7714 -0.4162
O 2.8863 -4.9168 -0.2013
O 5.0972 -5.8123 -0.9493
O 4.9612 -4.2498 0.9589
H 6.6654 -3.2258 0.4498
H 5.6208 -2.3965 1.6295
H 5.4769 -1.6120 -0.9392
H 3.9484 -1.8976 -0.0688
C -3.0851 2.3102 -3.6250
C -2.3119 2.2856 -4.9295
O -1.0280 2.8281 -4.6054
S -0.6519 2.4352 -3.0880
O 0.1908 1.2821 -3.1156
O -0.3046 3.6246 -2.3829
O -2.1269 1.9670 -2.6163
H -3.4645 3.3117 -3.4079
H -3.9126 1.6017 -3.6225
H -2.7928 2.8735 -5.7093
H -2.1663 1.2619 -5.2845
C -5.3371 -7.7756 -2.0785
C -4.6036 -6.6141 -2.7244
O -3.7865 -7.2101 -3.7340
S -4.5397 -8.5175 -4.3215
O -5.2096 -8.1470 -5.5223
O -3.6445 -9.6214 -4.2479
O -5.6469 -8.6672 -3.1513
H -4.6939 -8.3050 -1.3705
H -6.2479 -7.4581 -1.5721
H -3.9926 -6.0594 -2.0141
H -5.3020 -5.9297 -3.2147
C 0.4023 8.9376 3.9927
C 0.0587 7.8308 4.9729
O -0.9412 8.3898 5.8253
S -1.8323 9.4419 4.9770
O -3.0163 8.7782 4.5423
O -1.8565 10.6785 5.6785
O -0.8395 9.5839 3.7070
H 1.0732 9.6722 4.4453
H 0.8515 8.5535 3.0776
H 0.9213 7.5067 5.5527
H -0.3780 6.9695 4.4591
*
```

- molar mass (g mol⁻¹) = 829.8
- LUMO (Ha) = -0.1223
- maximum force (eV/Å) = 5.7
- E (eV) = -135191.38994
- HOMO-LUMO gap (eV) = 9.23